Molecular formula: C34H6F25GeN2S3SeV
Method: DFT, wB97M-V/def2-TZVPD

Structure (XYZ):
```
73
C34H6F25GeN2S3SeV | the OMol25 dataset | wB97M-V/def2-TZVPD
V 0.04 -0.08 1.59
F 2.29 6.39 2.41
C 2.26 5.09 2.13
C 1.04 4.44 1.99
F -0.10 5.12 2.12
C 1.03 3.09 1.70
F -0.16 2.48 1.55
C 2.19 2.34 1.54
S 2.16 0.64 1.12
C 3.39 3.02 1.69
F 4.55 2.38 1.54
C 3.43 4.38 1.98
F 4.60 5.00 2.11
F 0.64 -2.56 8.13
C 0.17 -1.90 7.07
C 0.99 -1.03 6.38
F 2.25 -0.84 6.77
C 0.49 -0.35 5.28
F 1.32 0.47 4.62
C -0.82 -0.52 4.84
Se -1.52 0.44 3.35
C -1.60 -1.41 5.55
F -2.86 -1.66 5.15
C -1.13 -2.10 6.65
F -1.92 -2.96 7.31
C -0.51 -4.35 -0.28
N -1.50 -3.81 0.64
C -2.86 -4.04 0.54
C -3.45 -3.31 1.51
N -2.44 -2.66 2.18
C -1.25 -2.95 1.64
S 0.29 -2.38 2.15
H -0.71 -5.41 -0.45
H 0.48 -4.22 0.15
H -0.57 -3.81 -1.23
H -3.28 -4.68 -0.21
H -4.49 -3.19 1.78
H -2.55 -1.96 2.91
F -1.24 2.98 -3.68
C -2.10 1.97 -3.85
C -1.86 0.73 -3.29
C -2.81 -0.25 -3.55
F -2.63 -1.48 -3.05
C -3.93 -0.03 -4.32
F -4.81 -1.00 -4.55
C -4.13 1.23 -4.87
F -5.20 1.46 -5.62
C -3.21 2.24 -4.64
F -3.40 3.44 -5.17
Ge -0.39 0.28 -2.07
S -1.40 -0.28 -0.21
C 0.57 -1.26 -2.86
C 0.43 -1.69 -4.17
F -0.41 -1.08 -5.01
C 1.15 -2.75 -4.70
F 0.98 -3.13 -5.96
C 2.07 -3.41 -3.90
F 2.76 -4.43 -4.38
C 2.25 -3.00 -2.59
F 3.13 -3.63 -1.81
C 1.51 -1.94 -2.11
F 1.75 -1.57 -0.84
C 0.88 1.75 -1.93
C 0.48 2.89 -1.25
F -0.77 2.98 -0.78
C 1.32 3.97 -1.03
F 0.90 5.05 -0.37
C 2.62 3.92 -1.52
F 3.44 4.94 -1.32
C 3.04 2.81 -2.23
F 4.29 2.76 -2.71
C 2.18 1.75 -2.42
F 2.65 0.70 -3.10
```

For the energy above the lowest of the compared OMol25 structures with the same formula, charge and spin, the calculation gives 0.0 kJ/mol. The frontier orbital gap (alpha / beta) is 7.45 / 8.39 eV. As for the total energy: -286327.07730 eV. The max |F| is 0.7 eV/A. As for the spin multiplicity: 3. The charge is 0. Its molecular weight is 1216.10 g mol⁻¹. As for the expectation value of S²: 2.03. The value obtained for the LUMO energy (alpha / beta) is -1.1 / -0.3 eV.



Molecular formula: C34H70BINO14S6
Method: DFT, wB97M-V/def2-TZVPD

Structure (XYZ):
```
127
C34H70BINO14S6 | the OMol25 dataset | wB97M-V/def2-TZVPD
C 4.17 0.89 2.64
C 3.94 0.22 1.15
C 3.79 1.41 0.02
O 3.56 2.76 0.62
C 2.07 2.89 0.64
B 1.56 4.08 1.71
C -0.07 4.12 1.92
C -0.68 2.94 2.88
C -0.78 1.46 2.21
C -1.14 1.43 0.61
N -0.72 0.03 0.11
C 2.22 5.48 1.13
C 1.78 6.84 1.92
O 2.44 7.33 2.98
I -0.01 7.88 1.07
H 5.21 1.46 2.59
H 3.28 1.63 2.95
H 4.17 0.05 3.47
H 4.71 -0.62 0.88
H 2.88 -0.32 1.20
H 2.92 1.17 -0.76
H 4.80 1.47 -0.61
H 1.71 3.24 -0.41
H 1.67 1.82 0.93
H 2.05 3.78 2.75
H -0.56 4.17 0.84
H -0.38 5.15 2.43
H 0.06 2.86 3.81
H -1.75 3.28 3.24
H -1.63 0.84 2.77
H 0.24 0.87 2.37
H -2.31 1.52 0.41
H -0.54 2.18 -0.05
H -1.05 -0.70 0.79
H 0.34 0.07 0.20
H 3.40 5.38 1.28
H 2.08 5.53 -0.05
C -5.94 -2.88 -1.27
C -4.71 -3.58 -0.70
C -3.57 -2.56 -0.68
S -4.35 -0.96 -0.51
O -4.11 -0.20 -1.72
O -4.07 -0.43 0.81
C -6.03 -1.55 -0.54
H -6.85 -3.48 -1.12
H -5.82 -2.72 -2.34
H -4.92 -3.92 0.32
H -4.43 -4.46 -1.29
H -2.90 -2.73 0.16
H -3.01 -2.56 -1.62
H -6.67 -0.82 -1.05
H -6.36 -1.68 0.49
C 0.23 2.40 -3.34
C 0.78 2.78 -4.72
C 2.06 1.97 -4.94
S 1.87 0.47 -3.99
O 2.86 0.47 -2.93
O 1.71 -0.65 -4.90
C 0.29 0.88 -3.28
H -0.79 2.77 -3.20
H 0.87 2.83 -2.56
H 0.04 2.52 -5.49
H 0.97 3.85 -4.79
H 2.19 1.72 -6.00
H 2.94 2.50 -4.57
H 0.22 0.49 -2.27
H -0.48 0.43 -3.91
C 4.96 -4.67 5.73
C 6.03 -4.94 4.68
C 5.68 -4.10 3.45
S 4.79 -2.68 4.05
O 3.43 -2.75 3.55
O 5.61 -1.50 3.90
C 4.78 -3.16 5.77
H 5.25 -5.06 6.71
H 4.02 -5.15 5.44
H 7.01 -4.64 5.07
H 6.09 -6.00 4.43
H 6.58 -3.77 2.92
H 5.03 -4.65 2.76
H 3.85 -2.84 6.24
H 5.64 -2.67 6.25
C -0.97 2.98 8.69
C -0.42 3.36 7.32
C 0.86 2.55 7.09
S 0.67 1.05 8.04
O 1.66 1.05 9.10
O 0.51 -0.07 7.14
C -0.91 1.46 8.75
H -1.99 3.34 8.84
H -0.33 3.41 9.47
H -1.16 3.10 6.55
H -0.23 4.43 7.24
H 0.99 2.30 6.04
H 1.74 3.08 7.46
H -0.98 1.06 9.77
H -1.68 1.01 8.12
C 2.02 -3.53 -5.91
C 2.34 -4.45 -7.08
C 2.19 -5.89 -6.58
S 0.98 -5.84 -5.27
O 1.63 -6.19 -4.03
O -0.24 -6.48 -5.72
C 0.74 -4.07 -5.29
H 1.90 -2.49 -6.23
H 2.83 -3.56 -5.17
H 1.64 -4.27 -7.90
H 3.35 -4.28 -7.46
H 1.84 -6.55 -7.37
H 3.12 -6.27 -6.16
H 0.55 -3.70 -4.28
H -0.13 -3.86 -5.93
C -7.03 1.80 -5.74
C -5.52 1.59 -5.55
C -5.34 0.36 -4.66
S -6.77 -0.67 -4.94
O -7.54 -0.74 -3.71
O -6.37 -1.86 -5.66
C -7.60 0.43 -6.07
H -7.24 2.52 -6.53
H -7.46 2.18 -4.81
H -5.06 1.41 -6.53
H -5.04 2.47 -5.12
H -4.44 -0.20 -4.92
H -5.32 0.63 -3.60
H -8.68 0.37 -5.93
H -7.33 0.13 -7.09
```

The frontier orbital gap is 6.98 eV. As for the total energy: -140331.48936 eV. The max |F| is 8.9 eV/A. The charge is -1. Its molecular weight is 1047.05 g mol⁻¹. The value obtained for the LUMO energy is 1.6 eV.



Molecular formula: C34H70N2O22S4
Method: DFT, wB97M-V/def2-TZVPD

Structure (XYZ):
```
132
C34H70N2O22S4 | the OMol25 dataset | wB97M-V/def2-TZVPD
O 3.05 -0.82 -4.16
S 2.19 -1.95 -4.14
O 2.14 -2.85 -5.24
O 2.34 -2.67 -2.73
C 2.73 -4.05 -2.66
C 2.66 -4.38 -1.16
C 0.55 -1.42 -3.88
H 3.71 -4.15 -3.09
H 2.04 -4.66 -3.21
H 3.40 -3.94 -0.49
H 2.67 -5.45 -1.21
H 1.62 -4.10 -0.90
H -0.02 -1.10 -4.71
H 0.51 -0.61 -3.13
H -0.01 -2.31 -3.51
O -3.05 6.20 -1.33
S -2.16 5.07 -1.55
O -0.75 5.29 -1.61
O -2.53 4.11 -0.26
C -3.93 4.06 0.12
C -4.14 3.41 1.51
C -2.63 4.10 -2.89
H -4.58 3.46 -0.60
H -4.28 5.09 0.12
H -5.20 3.05 1.54
H -3.99 4.12 2.30
H -3.56 2.53 1.59
H -2.33 2.99 -2.58
H -2.20 4.36 -3.84
H -3.70 4.08 -3.10
O 5.05 3.88 -1.99
S 5.58 2.58 -2.30
O 6.92 2.39 -2.80
O 5.48 1.72 -0.97
C 6.38 0.48 -0.83
C 6.41 0.04 0.58
C 4.46 1.81 -3.41
H 7.34 0.80 -1.17
H 5.95 -0.24 -1.45
H 7.15 -0.71 0.81
H 5.43 -0.31 0.82
H 6.75 0.95 1.14
H 4.46 2.43 -4.33
H 3.47 1.93 -3.00
H 4.70 0.79 -3.66
O -0.01 3.54 5.59
S -0.54 2.20 5.52
O -1.95 2.07 5.65
O -0.29 1.67 4.08
C 1.08 1.84 3.47
C 1.07 3.11 2.50
C 0.49 1.15 6.45
H 1.31 0.79 3.09
H 1.80 2.03 4.29
H 2.11 3.29 2.14
H 0.71 4.00 3.09
H 0.43 2.95 1.65
H 0.59 1.54 7.49
H 1.48 0.98 5.97
H 0.04 0.18 6.54
O -3.40 -1.31 1.34
C -3.42 -1.28 2.57
O -3.98 -2.35 3.18
C -4.22 -2.02 4.57
C -3.28 -0.89 4.91
C -2.90 -0.27 3.59
H -4.02 -2.88 5.12
H -5.27 -1.82 4.58
H -2.33 -1.23 5.39
H -3.67 -0.14 5.63
H -1.78 -0.26 3.49
H -3.30 0.69 3.42
O -2.55 -0.28 -2.94
C -3.64 -0.31 -2.42
O -4.30 0.89 -2.13
C -5.40 0.67 -1.26
C -5.87 -0.71 -1.59
C -4.58 -1.42 -1.98
H -6.19 1.45 -1.43
H -5.04 0.77 -0.24
H -6.53 -0.68 -2.49
H -6.30 -1.30 -0.83
H -4.71 -2.11 -2.80
H -4.18 -1.98 -1.15
O -0.78 -2.72 4.74
C -0.34 -3.43 3.82
O 0.99 -3.51 3.61
C 1.34 -4.24 2.42
C 0.13 -5.25 2.37
C -1.02 -4.40 2.86
H 2.24 -4.86 2.58
H 1.33 -3.61 1.52
H 0.35 -5.93 3.19
H -0.05 -5.73 1.41
H -1.83 -4.92 3.30
H -1.42 -3.89 1.99
O 1.88 2.33 -1.30
C 2.09 3.52 -1.53
O 2.29 4.36 -0.53
C 2.69 5.63 -0.98
C 2.44 5.70 -2.51
C 2.22 4.31 -2.86
H 3.75 5.75 -0.77
H 2.05 6.41 -0.46
H 3.33 6.11 -3.01
H 1.54 6.28 -2.70
H 3.06 3.76 -3.46
H 1.33 4.08 -3.43
C -1.16 -5.53 -4.13
C -0.74 -5.02 -2.81
O 0.02 -5.58 -2.06
N -1.25 -3.79 -2.46
C -1.11 -3.30 -1.10
H -2.13 -5.16 -4.38
H -1.02 -6.60 -4.17
H -0.37 -5.16 -4.80
H -2.01 -3.30 -3.02
H -1.35 -4.20 -0.33
H -1.80 -2.51 -0.83
H -0.08 -3.00 -0.88
C 2.45 -0.90 0.66
C 0.97 -0.78 0.62
O 0.27 -1.74 0.97
N 0.53 0.44 0.24
C -0.84 0.84 -0.02
H 2.64 -1.97 0.99
H 2.98 -0.19 1.33
H 2.93 -0.69 -0.27
H 1.23 1.06 -0.14
H -0.86 1.85 0.23
H -1.40 0.06 0.51
H -1.02 0.82 -1.10
```

The frontier orbital gap is 9.51 eV. As for the total energy: -127757.75242 eV. The max |F| is 5.0 eV/A. The charge is 0. Its molecular weight is 987.19 g mol⁻¹. The value obtained for the LUMO energy is 0.3 eV.



Molecular formula: C34H71Cl18N2O5P
Method: DFT, wB97M-V/def2-TZVPD

Structure (XYZ):
```
131
C34H71Cl18N2O5P | the OMol25 dataset | wB97M-V/def2-TZVPD
C 4.05 1.22 2.56
C 3.65 2.75 2.22
C 2.42 2.89 1.19
C 2.63 4.31 0.43
C 1.31 4.82 -0.34
C 0.33 5.50 0.74
C -1.04 6.00 0.04
C -2.27 4.97 0.20
C -3.54 5.70 0.85
C -4.89 5.17 0.11
C -6.09 5.42 1.14
C -7.48 4.67 0.81
C -7.41 3.43 -0.18
N -6.88 2.15 0.38
C -5.84 1.51 -0.44
P -5.85 -0.40 -0.31
O -7.27 -0.88 -0.58
O -4.90 -0.95 -1.64
O -5.19 -0.97 1.13
C -6.56 2.17 1.79
O -5.39 2.47 2.15
O -7.58 1.85 2.70
C -7.26 2.27 4.06
N -7.47 3.73 4.30
H 3.15 0.49 2.51
H 4.87 0.91 1.82
H 4.46 1.18 3.63
H 4.55 3.31 1.77
H 3.29 3.24 3.20
H 2.40 2.03 0.45
H 1.44 2.89 1.78
H 2.88 5.09 1.23
H 3.51 4.16 -0.28
H 1.66 5.66 -1.04
H 0.83 3.98 -0.93
H 0.14 4.76 1.59
H 0.83 6.43 1.19
H -1.33 6.97 0.58
H -0.86 6.19 -1.08
H -2.55 4.45 -0.78
H -1.94 4.14 0.92
H -3.47 6.83 0.88
H -3.63 5.32 1.94
H -4.69 4.08 -0.14
H -5.12 5.76 -0.84
H -6.31 6.54 1.15
H -5.82 5.15 2.22
H -8.13 5.46 0.27
H -8.05 4.46 1.78
H -8.49 3.22 -0.52
H -6.85 3.67 -1.16
H -4.77 1.86 -0.23
H -6.02 1.71 -1.56
H -4.82 -0.23 -2.31
H -4.37 -0.42 1.29
H -8.04 1.75 4.73
H -6.25 1.91 4.43
H -8.34 4.02 3.85
H -6.66 4.27 3.98
Cl -1.98 -4.17 -0.56
C -3.74 -4.25 -0.84
C -4.14 -5.51 -1.57
Cl -3.56 -5.53 -3.26
H -4.03 -3.36 -1.40
H -4.22 -4.21 0.13
H -5.23 -5.59 -1.61
H -3.76 -6.40 -1.07
Cl 4.86 -0.01 -1.18
C 5.05 -1.54 -0.29
C 3.77 -2.34 -0.26
Cl 2.52 -1.56 0.74
H 5.41 -1.30 0.72
H 5.83 -2.11 -0.80
H 3.96 -3.33 0.18
H 3.36 -2.49 -1.26
Cl 9.13 -4.04 -2.37
C 8.00 -4.39 -3.70
C 6.77 -3.51 -3.65
Cl 5.72 -3.89 -2.26
H 7.73 -5.45 -3.65
H 8.54 -4.22 -4.63
H 6.16 -3.66 -4.55
H 7.04 -2.45 -3.59
Cl -0.56 2.25 -0.13
C -0.37 0.73 0.76
C -1.66 -0.05 0.80
Cl -2.89 0.76 1.79
H -0.02 0.97 1.77
H 0.41 0.16 0.26
H -1.50 -1.04 1.23
H -2.07 -0.19 -0.21
Cl 11.43 -0.33 0.24
C 11.61 -1.86 1.14
C 10.33 -2.67 1.16
Cl 9.07 -1.89 2.15
H 11.96 -1.62 2.14
H 12.40 -2.43 0.63
H 10.52 -3.65 1.60
H 9.93 -2.82 0.16
Cl -7.30 -6.67 -2.86
C -7.29 -5.20 -3.87
C -8.68 -4.63 -4.06
Cl -9.71 -5.68 -5.07
H -6.83 -5.45 -4.82
H -6.66 -4.47 -3.36
H -8.62 -3.66 -4.57
H -9.19 -4.48 -3.11
Cl 5.22 6.65 -0.26
C 6.94 6.21 -0.21
C 7.15 4.71 -0.21
Cl 6.61 3.95 1.31
H 7.39 6.67 0.67
H 7.41 6.65 -1.10
H 8.22 4.48 -0.32
H 6.62 4.23 -1.03
Cl 14.45 -2.76 6.01
C 12.70 -2.90 5.70
C 12.35 -4.19 4.98
Cl 12.95 -4.20 3.30
H 12.38 -2.03 5.13
H 12.20 -2.88 6.67
H 11.27 -4.30 4.93
H 12.76 -5.06 5.49
Cl -6.46 -11.15 -5.13
C -7.24 -9.55 -5.07
C -8.62 -9.56 -5.69
Cl -8.56 -9.79 -7.46
H -6.58 -8.83 -5.57
H -7.31 -9.27 -4.02
H -9.11 -8.60 -5.52
H -9.24 -10.34 -5.26
```

The frontier orbital gap is 9.50 eV. As for the total energy: -284320.86702 eV. The max |F| is 3.9 eV/A. The charge is 0. Its molecular weight is 1257.08 g mol⁻¹. The value obtained for the LUMO energy is 0.2 eV.



Question: Among the records above, which one has the lowest charge?
Answer: C34H70BINO14S6



Question: Look up the molecular weight of the second one.
Answer: 1047.05 g mol⁻¹



Question: Which of these has the highest max |F|?
Answer: C34H70BINO14S6